ORCA calculation (the ωB97M-V functional and the def2-TZVPD basis) on a molecular structure, C62H73N3O6PS2Sr.

- energy (eV) = -114037.656
- maximum force (eV Å⁻¹) = 2.902
- molecular weight (g/mol) = 1139.01

```
! wB97M-V def2-TZVPD RIJCOSX def2/J DEFGRID3
* xyz -1 1
Sr 0.65640 -0.23684 0.68720
C -2.84686 2.35651 -5.82686
C -2.12840 2.89359 -4.58064
C -3.17303 3.51458 -3.64923
C -1.15317 3.99907 -5.00463
C -1.38759 1.73208 -3.91286
C -1.93600 1.07025 -2.81252
C -1.27600 -0.02894 -2.29576
N -1.65946 -0.83350 -1.24238
C -2.75124 -0.36322 -0.44142
C -4.04165 -0.65852 -0.82685
C -5.13998 -0.17395 -0.12344
C -4.85828 0.61627 0.98241
C -3.57122 0.96392 1.40476
C -2.45962 0.49975 0.65920
O -1.21427 0.81126 0.87942
C -3.48594 1.83618 2.66954
C -4.24126 1.14028 3.81432
C -2.06516 2.09316 3.17765
C -4.13688 3.19867 2.39099
C -6.55093 -0.54360 -0.57390
C -6.75227 -2.05730 -0.41504
C -6.74164 -0.17335 -2.05180
C -7.62285 0.17896 0.24087
C -0.10035 -0.49662 -2.88074
O 0.31704 -1.66403 -2.29845
C 0.49705 0.14534 -3.94988
C -0.19192 1.26678 -4.44526
C 1.86820 -0.19750 -4.53879
C 1.81369 -0.18129 -6.07293
C 2.40213 -1.56873 -4.10876
C 2.85057 0.87995 -4.06000
H -3.38961 3.15885 -6.33614
H -3.55848 1.57608 -5.54990
H -2.12992 1.92293 -6.52678
H -3.62769 4.38102 -4.13600
H -2.72526 3.84421 -2.70966
H -3.97336 2.81290 -3.41172
H -1.70979 4.86749 -5.36695
H -0.49302 3.67522 -5.81006
H -0.53060 4.31441 -4.16549
H -2.84797 1.39907 -2.33656
H -4.16950 -1.27781 -1.70760
H -5.68959 1.00423 1.55800
H -3.81053 0.15542 4.00428
H -5.30142 1.00723 3.59357
H -4.16160 1.73510 4.72935
H -1.54626 1.16176 3.40001
H -2.13252 2.68600 4.09813
H -1.46059 2.63340 2.45357
H -5.18748 3.09774 2.11198
H -3.61952 3.70491 1.57350
H -4.08127 3.83607 3.27913
H -6.02755 -2.60812 -1.01839
H -7.75662 -2.35367 -0.73349
H -6.61611 -2.35325 0.62726
H -6.04180 -0.71072 -2.69332
H -6.58088 0.89633 -2.20383
H -7.75589 -0.41959 -2.38012
H -7.59541 -0.11253 1.29291
H -8.61233 -0.07238 -0.14953
H -7.50183 1.26282 0.18568
H 0.24496 1.79971 -5.27864
H 1.02403 -0.83767 -6.44526
H 2.76789 -0.53331 -6.47322
H 1.64049 0.81769 -6.47473
H 1.72067 -2.37953 -4.37320
H 2.56665 -1.62599 -3.03509
H 3.35675 -1.74406 -4.61385
H 2.51964 1.87110 -4.37778
H 3.84543 0.69724 -4.48004
H 2.91606 0.88872 -2.97141
O -1.03728 -2.03911 2.09286
C -0.94435 -2.46040 0.96481
O 0.12105 -2.24178 0.19121
C -1.89657 -3.16455 0.03766
P -0.93226 -2.53087 -1.45435
C 0.15401 -4.06733 -1.70676
C 1.49167 -4.08955 -1.29499
C 2.31605 -5.17247 -1.55945
C 1.82834 -6.27926 -2.24310
C 0.50588 -6.28321 -2.65124
C -0.31324 -5.18792 -2.39203
C -2.10719 -2.91931 -2.85292
C -3.36445 -3.47074 -2.59746
C -4.29101 -3.67659 -3.61207
C -3.98443 -3.33095 -4.92039
C -2.72856 -2.81260 -5.20063
C -1.80251 -2.62332 -4.18330
H -2.93149 -2.87461 0.19417
H -1.76772 -4.24446 0.12872
H 1.90723 -3.24681 -0.76111
H 3.34769 -5.14625 -1.22941
H 2.47273 -7.12389 -2.45519
H 0.10157 -7.13493 -3.18566
H -1.33931 -5.22951 -2.73230
H -3.64299 -3.75010 -1.59025
H -5.25780 -4.10409 -3.37312
H -4.71080 -3.47123 -5.71129
H -2.45977 -2.55145 -6.21714
H -0.82176 -2.25134 -4.44432
S 1.83341 -1.80719 3.60695
C 2.71791 -0.61823 4.28594
N 3.92920 -0.77243 4.86414
C 4.53172 0.32686 5.59986
C 3.43822 1.00421 6.38771
N 2.44776 1.50031 5.43989
C 1.87844 2.81594 5.71663
C 2.90110 3.91881 5.59092
C 3.50871 4.18352 4.36404
C 4.46370 5.18173 4.26081
C 4.82334 5.92916 5.37706
C 4.22298 5.67220 6.59926
C 3.26804 4.66729 6.70235
C 2.20234 0.82512 4.30396
S 1.44713 1.46619 2.99604
C 4.73345 -1.97315 4.68429
C 6.00277 -1.64823 3.93631
C 7.24942 -1.81476 4.52066
C 8.40629 -1.48552 3.82196
C 8.31347 -0.98137 2.53532
C 7.06422 -0.81447 1.94447
C 5.91147 -1.14740 2.63686
H 5.01324 1.04570 4.92818
H 5.29705 -0.08175 6.26012
H 3.83777 1.85828 6.93474
H 2.98304 0.30960 7.10113
H 1.48213 2.79681 6.73529
H 1.05249 2.96301 5.02304
H 3.22122 3.60457 3.49456
H 4.92635 5.38096 3.30287
H 5.56821 6.70974 5.29085
H 4.49637 6.24966 7.47309
H 2.79691 4.46617 7.65844
H 4.12703 -2.68385 4.12590
H 4.95519 -2.41008 5.66245
H 7.31843 -2.20690 5.52979
H 9.37512 -1.62014 4.28613
H 9.21083 -0.72013 1.98912
H 6.98831 -0.42753 0.93664
H 4.93512 -1.03110 2.17047
C 4.65077 0.11226 -0.58768
C 3.26726 0.04469 0.03068
O 2.41820 0.90257 -0.35314
O 3.03059 -0.84886 0.88481
H 5.12327 1.05228 -0.29519
H 4.56808 0.11569 -1.67363
H 5.26187 -0.72979 -0.26783
*
```



ORCA calculation (the ωB97M-V functional and the def2-TZVPD basis) on 11 unconnected molecules or ions with the total composition C62H75BrN11O9PS2.

- energy (eV) = -201327.010
- maximum force (eV Å⁻¹) = 0.586
- structure (SMILES) = CCOCCOCCOC[C@H]1COS(=O)(=O)[C@](P(O)Br)(S(C)(=O)=O)[C@H]1N.c1ccncc1.c1ccncc1.c1ccncc1.c1ccncc1.c1ccncc1.c1ccncc1.c1ccncc1.c1ccncc1.c1ccncc1.c1ccncc1
- molecular weight (g/mol) = 1293.36

```
! wB97M-V def2-TZVPD RIJCOSX def2/J DEFGRID3
* xyz 0 1
C 5.83707 -0.66172 4.57753
C 6.32968 0.05401 3.32592
O 5.85567 -0.52389 2.12217
C 4.45576 -0.54305 2.02303
C 4.12514 -0.56692 0.53902
O 2.81617 -1.04872 0.26271
C 1.81507 -0.42360 1.03075
C 0.49868 -0.39371 0.25779
O -0.40868 -1.31778 0.83338
C -1.72736 -1.22013 0.32384
C -2.79862 -1.21287 1.42100
C -2.50497 -2.36245 2.38952
O -3.33706 -2.31177 3.56363
S -3.33385 -1.11555 4.59028
O -4.70161 -0.78854 4.77541
O -2.50719 -1.44478 5.69605
C -2.53466 0.23955 3.60542
P -0.61226 0.23317 3.50330
O -0.28055 -1.22583 4.12536
Br 0.15441 1.51937 5.18354
S -3.27165 1.76234 4.40521
C -2.40871 3.15481 3.71260
O -4.63186 1.87054 3.97255
O -2.95138 1.66257 5.80104
C -3.12358 0.12230 2.15877
N -2.85642 1.32375 1.38872
H 6.52349 -0.46496 5.40235
H 5.79092 -1.74055 4.39990
H 4.84192 -0.31847 4.88022
H 7.41755 0.00194 3.26583
H 6.03064 1.11381 3.34659
H 4.03093 0.35504 2.50671
H 4.01565 -1.42447 2.51732
H 4.19440 0.43658 0.10317
H 4.82202 -1.23707 0.03650
H 2.10861 0.61178 1.26965
H 1.64973 -0.96963 1.97088
H 0.68057 -0.63831 -0.79808
H 0.06914 0.62116 0.30110
H -1.81513 -0.33960 -0.32218
H -1.92484 -2.09567 -0.31016
H -3.71969 -1.46856 0.87946
H -2.76390 -3.31442 1.92188
H -1.45635 -2.42375 2.67322
H 0.49375 -1.21957 4.69030
H -3.05830 3.53923 2.93100
H -2.30250 3.86027 4.53881
H -1.44275 2.89414 3.28854
H -4.20106 0.10389 2.36328
H -1.86427 1.52396 1.33028
H -3.23177 1.25771 0.45190
C -1.25201 -0.13157 8.65706
C -0.92519 1.21216 8.74754
C -0.12716 1.63067 9.80222
N 0.35059 0.81266 10.74035
C 0.02840 -0.47645 10.64172
C -0.76349 -0.99435 9.62704
H -1.87329 -0.49208 7.84876
H -1.29115 1.91850 8.01522
H 0.14655 2.67609 9.90259
H 0.42356 -1.12554 11.41630
H -0.99303 -2.05160 9.60013
C -1.71377 -0.79876 -5.39494
C -3.05277 -0.96569 -5.07949
C -3.46844 -0.69617 -3.78571
N -2.64724 -0.28615 -2.81814
C -1.36078 -0.13823 -3.13618
C -0.84380 -0.37930 -4.40100
H -1.36848 -0.99110 -6.40317
H -3.76595 -1.28808 -5.82774
H -4.51345 -0.79935 -3.51170
H -0.71393 0.21434 -2.33960
H 0.20816 -0.22408 -4.59970
C 2.25975 -4.19787 -0.06654
C 3.35184 -4.12964 -0.91708
C 4.06799 -5.29083 -1.16358
N 3.76434 -6.47413 -0.62894
C 2.71221 -6.52466 0.18653
C 1.93185 -5.42079 0.49820
H 1.68284 -3.30869 0.15046
H 3.64080 -3.19260 -1.37394
H 4.93287 -5.27330 -1.81946
H 2.48596 -7.49705 0.61077
H 1.08959 -5.52153 1.17001
C 3.42203 3.95651 -3.26312
C 2.53497 3.32512 -2.40419
C 2.80430 2.01830 -2.02691
N 3.85995 1.32642 -2.44958
C 4.71059 1.94564 -3.26570
C 4.53832 3.25475 -3.69319
H 3.24456 4.97155 -3.59601
H 1.63561 3.80495 -2.04184
H 2.12214 1.48788 -1.36893
H 5.56439 1.36525 -3.59739
H 5.25974 3.70658 -4.36102
C -6.96632 3.42516 -4.35604
C -5.83335 2.62636 -4.36763
C -5.67403 1.72384 -5.40846
N -6.55056 1.57833 -6.40255
C -7.63465 2.35354 -6.37694
C -7.88723 3.28775 -5.38286
H -7.13359 4.14065 -3.55990
H -5.08439 2.69273 -3.58917
H -4.79909 1.08574 -5.45037
H -8.33762 2.21726 -7.19160
H -8.78742 3.88591 -5.40747
C 9.91730 0.85706 8.62644
C 9.02623 -0.20467 8.64110
C 8.59604 -0.72266 7.42853
N 8.99112 -0.25491 6.24520
C 9.84797 0.76529 6.24606
C 10.33875 1.35318 7.40259
H 10.27620 1.28981 9.55160
H 8.66805 -0.62501 9.57108
H 7.89930 -1.55406 7.40322
H 10.15614 1.12912 5.27173
H 11.03384 2.17966 7.34090
C -2.09639 5.87247 -4.04160
C -2.82277 5.17859 -3.08701
C -2.33066 3.96454 -2.63055
N -1.19236 3.42620 -3.06618
C -0.50907 4.10214 -3.99065
C -0.91004 5.32548 -4.50600
H -2.45092 6.82344 -4.41855
H -3.75546 5.56876 -2.70147
H -2.87485 3.39163 -1.88690
H 0.40336 3.61967 -4.32464
H -0.31007 5.82986 -5.25115
C -4.31518 -2.94208 -9.43496
C -4.70439 -1.67505 -9.02818
C -3.71928 -0.73530 -8.76198
N -2.41408 -0.98619 -8.87040
C -2.05406 -2.20901 -9.25842
C -2.96112 -3.21604 -9.55453
H -5.05366 -3.70302 -9.65344
H -5.74777 -1.41295 -8.91560
H -3.99033 0.26525 -8.44173
H -0.98720 -2.39110 -9.33347
H -2.61069 -4.19055 -9.86698
C -10.96946 6.00284 -1.37333
C -11.49108 4.71985 -1.31135
C -11.42436 3.92155 -2.44456
N -10.88513 4.32064 -3.59538
C -10.38890 5.55540 -3.63901
C -10.40428 6.43197 -2.56493
H -11.00234 6.65550 -0.51033
H -11.94203 4.34031 -0.40451
H -11.82219 2.91275 -2.42998
H -9.95664 5.85998 -4.58730
H -9.98354 7.42363 -2.66324
C 8.88864 -8.09931 -2.06869
C 7.53521 -7.83443 -1.93429
C 7.04373 -7.47455 -0.68607
N 7.81477 -7.37180 0.39788
C 9.11325 -7.63012 0.25571
C 9.69829 -7.99479 -0.94827
H 9.30552 -8.38274 -3.02711
H 6.86287 -7.90600 -2.77936
H 5.98815 -7.25962 -0.55490
H 9.71702 -7.54024 1.15277
H 10.76089 -8.19104 -1.00182
*
```



Among the records above, which one has the highest molecular weight?
C62H75BrN11O9PS2



What is the formula in the first record?
C62H73N3O6PS2Sr



Look up the maximum force of the first one.
2.902 eV Å⁻¹



Which of these has the highest molecular weight?
C62H75BrN11O9PS2